[1]
68
Properties=species:S:1:pos:R:3:forces:R:3:lowdin_charge:R:1 method="wB97M-V/def2-TZVPD" gap_ev="4.4 / 5.5" multiplicity=8 e_lumo_ev="-2.7160 / -2.2289" homo_energy_ha="-0.262 / -0.283" charge=+1
C 1.203455 -0.445924 -3.587212 -0.91 0.30 0.72 -0.241
N 1.426760 -1.133733 -2.375672 2.02 0.05 -0.46 -0.195
P 1.791538 -1.628240 0.820251 1.14 -1.01 0.45 0.687
N -1.991174 2.501169 2.967908 0.12 1.07 0.21 -0.206
P 1.470844 1.948352 -1.075932 1.11 1.43 -0.45 0.683
Gd 0.192585 -0.282946 -0.790920 -3.79 -1.70 -1.48 0.885
H 3.274632 1.025101 -2.391974 -0.25 0.26 -0.13 0.101
H 2.264759 -0.428371 2.823378 0.31 -0.09 -0.10 0.047
C 2.963488 -2.500136 -0.306792 0.05 -0.18 -0.03 -0.291
C 1.542227 -2.536267 -2.424441 -0.85 -0.08 0.65 -0.226
H 0.042377 2.887470 2.434140 0.01 -0.07 0.12 0.071
H -4.701078 -0.130279 4.389206 0.05 0.06 -0.04 0.085
H -3.105044 4.172917 3.584975 0.08 -0.22 0.04 0.104
H -0.252459 1.628751 -6.550603 0.29 -0.51 0.56 0.113
C 0.599662 -4.606846 -3.277649 0.13 0.56 -0.06 -0.027
C 2.388133 1.630640 -2.647221 -0.06 -0.07 -0.09 -0.286
H -1.225389 -2.215889 -3.447536 0.19 0.54 0.58 0.122
H 1.208556 2.725993 -4.854487 -0.14 -0.36 -0.08 0.114
H -1.144777 3.323213 1.187499 -0.08 -0.02 0.09 0.067
H 0.414075 -2.630720 2.532924 0.23 -0.26 -0.16 0.039
H 3.173048 3.477247 -0.508346 0.23 -0.11 0.47 0.059
H 3.501767 -1.700127 2.458584 0.07 0.43 0.14 0.058
C -3.207696 -1.020073 2.652155 -0.14 0.60 -0.01 -0.074
H -0.249757 3.111698 -2.342770 0.28 0.11 0.29 0.056
C -2.140931 1.188535 2.690363 -0.37 -0.25 -0.61 -0.585
S -0.930982 0.508503 1.600252 0.82 -0.33 0.08 0.665
C 1.272643 -5.308975 -2.286334 0.32 -0.66 0.35 -0.085
H -3.363210 -1.043483 1.568314 -0.07 -0.06 0.15 0.089
H -0.740202 -2.879649 -4.884179 0.30 -0.12 -0.28 0.124
C 0.322532 -1.060091 -4.484197 -0.81 1.26 -0.86 -0.151
C -0.152437 -0.330992 -5.602401 0.42 -0.11 0.69 -0.019
H 3.645339 -1.740502 -0.721361 -0.14 -0.26 0.12 0.096
H 1.871292 -3.631343 2.127464 -0.44 0.05 0.01 0.061
H 1.174934 -6.404427 -2.202876 0.04 0.68 -0.19 0.111
C -0.310455 -2.347214 -4.033736 0.37 -0.61 -1.30 -0.093
H -2.315541 -1.606773 2.893898 -0.07 -0.01 0.13 0.073
C 2.884980 -0.890936 2.043832 0.21 -0.10 0.37 -0.260
C 1.545536 0.938680 -3.707612 -0.54 -0.46 -0.20 -0.232
H -4.706766 1.561350 3.889573 0.23 -0.36 0.18 0.101
C 2.060688 -4.644333 -1.336802 0.04 0.50 -0.22 -0.056
C -4.057258 0.726040 4.202958 0.12 -0.05 0.15 -0.055
H 1.145273 4.160829 -1.867975 -0.48 -0.02 0.07 0.063
C -0.965779 3.275541 2.264838 -0.42 -0.11 0.00 -0.097
H -1.020192 4.279027 2.672614 0.17 0.11 -0.15 0.092
C 0.976895 1.659085 -4.770210 0.24 -0.41 0.12 -0.056
C 2.229129 -3.252842 -1.401584 -0.40 0.01 -0.21 -0.229
C 1.042116 -3.029896 1.720951 -0.03 0.05 0.06 -0.246
H -4.062381 -1.476420 3.145873 0.12 -0.05 -0.18 0.088
H 3.509983 -0.126430 1.564381 -0.08 -0.22 0.23 0.037
H 0.424359 -3.646193 1.048995 0.26 0.20 0.22 0.053
H 2.272066 2.891095 0.954052 0.32 0.04 -0.20 0.044
H -0.121411 3.702235 -0.647972 0.19 0.07 -0.42 0.026
H 2.561987 -5.191795 -0.528419 -0.25 0.12 -0.41 0.116
C 0.447756 3.376165 -1.531714 0.04 0.23 0.03 -0.239
H -3.546094 0.960223 5.153066 -0.28 -0.08 -0.30 0.100
H 2.684742 2.634264 -2.987365 0.20 -0.35 -0.12 0.095
H -0.811802 -0.818061 -6.325929 0.15 0.21 0.27 0.117
C -2.635890 3.285382 4.029028 0.25 0.13 0.29 -0.045
C 0.680540 -3.201315 -3.306724 0.01 -1.20 0.54 -0.158
H -3.396005 2.736171 4.570136 0.34 0.32 -0.19 0.039
H -0.021796 -5.132868 -4.010466 0.13 0.20 0.37 0.119
H -1.164130 -0.841295 1.483126 -0.09 0.83 0.34 -0.140
C 2.741507 2.605048 0.002612 0.29 0.56 0.09 -0.258
H 3.502702 1.833680 0.182957 -0.15 0.33 -0.04 0.043
H 3.513751 -3.189903 0.348181 0.16 0.04 -0.38 0.091
C 0.157515 1.025978 -5.718585 0.07 0.31 -0.31 -0.080
N -3.100555 0.364536 3.154045 -1.19 -1.10 0.56 -0.201
H -1.884648 3.629553 4.754269 -0.10 -0.07 -0.08 0.102

***

[2]
73
Properties=species:S:1:pos:R:3:forces:R:3:lowdin_charge:R:1 method="wB97M-V/def2-TZVPD" gap_ev="5.5 / 8.0" multiplicity=2 e_lumo_ev="-3.9582 / -3.9523" homo_energy_ha="-0.347 / -0.438" charge=+1 relative_energy_kcal_mol=55.9
H 2.978427 5.165171 1.099699 0.00 0.01 -0.01 0.120
S -2.930280 1.372971 -0.130503 -0.06 0.21 0.09 0.626
C -3.671492 2.571588 -1.323758 0.12 0.07 -0.07 -0.677
H 2.582865 0.314416 3.827853 -0.01 0.07 -0.04 0.093
Ir 0.151272 0.190235 0.061872 -0.07 -0.19 0.70 1.466
C 2.139921 -5.546544 -0.364157 0.00 0.00 0.01 -0.018
H -2.393907 -0.714628 1.788790 -0.02 0.04 0.00 0.109
H 1.988494 -3.435723 -0.741701 -0.01 -0.03 0.01 0.092
F -2.955877 3.695676 -1.341026 0.04 -0.02 0.03 0.148
C 0.423486 8.602878 -0.739216 -0.01 0.00 0.00 -0.033
H 3.222882 -5.541919 -0.356324 0.00 0.00 0.00 0.119
H -0.988064 6.435206 -1.574386 0.00 0.00 0.00 0.125
C -0.114228 6.158115 -0.998693 -0.02 -0.01 -0.01 -0.005
O -2.736685 -0.888246 -2.276715 -0.30 0.08 0.27 -0.317
C -0.204359 0.042206 4.078139 -0.03 -0.08 0.03 -0.027
C 0.068610 -4.387769 -0.591545 -0.03 -0.01 -0.01 -0.389
C -5.337581 -1.160463 -2.021724 -0.06 0.08 0.06 -0.684
O 0.428641 2.106774 0.747262 0.12 0.29 -0.07 -0.423
N -0.348363 -0.242490 1.918062 0.17 0.47 -0.14 -0.101
O -3.614657 -2.334627 -0.465286 -0.28 0.07 0.10 -0.315
C 1.828050 6.781314 0.271863 0.00 -0.01 0.01 -0.012
C 3.897730 -0.766553 1.512481 -0.03 -0.02 0.04 -0.032
O 0.003802 -1.839540 -0.290785 0.27 0.26 -0.29 -0.650
H 0.294905 0.212017 5.016815 0.00 0.02 -0.01 0.138
F -3.693225 2.051688 -2.541932 0.02 0.00 0.02 0.162
H 1.797331 -8.843680 -0.472576 0.00 0.00 0.00 0.087
H -0.627017 8.760628 -0.976201 0.00 0.00 0.00 0.084
H 0.682507 9.217475 0.121757 0.00 0.00 0.00 0.087
H 2.140101 -8.298844 1.163451 0.00 0.00 0.00 0.092
C 1.455447 -4.365513 -0.588838 0.00 0.01 -0.02 -0.055
B 1.973127 0.314024 2.810440 0.06 -0.01 -0.05 -0.282
H -1.718058 -5.556037 -0.336481 0.00 0.00 -0.01 0.120
H 1.013802 8.957253 -1.586616 0.00 0.00 0.00 0.096
N 0.499710 0.071576 2.932386 -0.03 -0.01 0.00 -0.025
H 3.266200 -7.919814 -0.139122 0.00 0.00 0.00 0.080
H -1.164765 -1.849990 -2.964221 0.19 -0.24 0.01 0.032
C 0.162798 4.821987 -0.788242 0.02 0.06 -0.04 -0.030
N -3.809175 0.108742 -0.210089 -0.04 -0.07 0.15 -0.274
O 2.721821 2.726235 1.193469 0.07 -0.55 0.66 -0.180
F -5.489765 -0.130271 -2.844228 0.03 0.03 0.05 0.155
F -5.406606 -2.289791 -2.718566 0.00 0.01 -0.01 0.157
S -3.679738 -1.117649 -1.210565 -0.23 0.23 -0.23 0.599
O 1.944548 2.197657 -1.115432 0.16 0.08 0.22 -0.256
C 2.121149 5.450060 0.507011 -0.03 0.02 0.05 -0.027
H 2.630616 -1.039344 -1.476055 0.00 0.02 -0.01 0.127
H -2.326378 -0.401550 4.498851 0.00 0.01 0.00 0.118
C 1.278313 4.487806 -0.032539 0.00 -0.03 0.19 -0.284
H 5.033521 -1.485186 -0.236908 0.00 0.01 0.00 0.112
N 2.619286 -0.358818 1.643141 -0.07 0.13 -0.04 -0.040
C -0.634705 -5.561689 -0.359920 -0.01 0.01 0.03 -0.062
H -0.473737 -7.657522 0.024229 0.00 0.00 0.00 0.125
O -2.994356 1.988659 1.151768 -0.03 -0.04 -0.07 -0.228
C 4.122197 -1.114901 0.196769 -0.03 -0.04 -0.04 -0.015
F -4.901990 2.844695 -0.927117 -0.01 -0.04 -0.01 0.175
C 2.907151 -0.894958 -0.444640 0.05 -0.03 -0.03 -0.117
H 4.546803 -0.784255 2.371151 0.00 0.02 0.00 0.138
H 0.402109 -2.756849 -2.877156 0.04 -0.06 0.03 0.069
H -1.140463 -3.625971 -3.134706 -0.01 -0.01 0.00 0.084
H 2.472446 7.546483 0.685375 0.00 0.00 0.00 0.125
F -6.296975 -1.140360 -1.108218 0.02 -0.03 -0.02 0.164
C 2.211633 -8.021434 0.110297 0.00 0.00 0.00 -0.037
O -1.556941 1.212112 -0.681027 -0.11 -0.56 -0.11 -0.445
S 1.617088 2.799997 0.148507 -0.35 -0.25 -0.69 0.663
H -0.470495 4.048813 -1.196171 -0.09 -0.04 -0.04 0.109
C 0.068378 -6.736757 -0.151024 0.01 0.01 -0.01 -0.022
C 1.461140 -6.746481 -0.148257 0.00 0.01 0.00 -0.252
S -0.899346 -2.939997 -0.897238 0.24 -0.08 -0.23 1.058
H 2.436783 2.018533 1.972171 0.19 0.34 -0.40 0.110
C 0.713584 7.153766 -0.478393 0.00 0.01 0.00 -0.240
N 2.019634 -0.435853 0.435941 -0.13 0.08 0.16 -0.135
C -0.664761 -2.768266 -2.659551 0.25 -0.04 -0.13 -0.193
C -1.517245 -0.280523 3.801971 0.02 -0.07 0.01 0.000
C -1.567043 -0.445934 2.426306 -0.02 -0.16 -0.07 -0.081

***

Q: The lowest multiplicity belongs to which entry?
A: C23H25BF6IrN5O8S4

***

Q: Among the records above, which one has the lowest multiplicity?
A: C23H25BF6IrN5O8S4